1.
This record from OMol25 describes a gas-phase ion, C10H19N2 (charge +1) at a distorted geometry. The level of theory is the ωB97M-V functional and the def2-TZVPD basis.

Cartesian coordinates (Å):
1 C 2.201 -1.027 -2.058
2 N 1.950 0.191 -1.729
3 N 2.109 0.522 -0.354
4 C 2.903 1.532 -0.160
5 C 1.350 -0.129 0.703
6 C 2.073 -0.224 1.998
7 C 0.057 -0.371 0.537
8 C -0.863 -0.118 -0.567
9 C -0.995 -1.383 -1.468
10 C -2.220 0.412 -0.040
11 C -2.105 1.826 0.547
12 C -2.943 -0.546 0.906
13 H 2.302 -1.439 -3.106
14 H 2.628 -1.794 -1.498
15 H 3.343 1.986 -1.012
16 H 2.929 2.116 0.707
17 H 3.201 -0.625 1.856
18 H 1.800 -0.984 2.643
19 H 2.298 0.768 2.382
20 H -0.340 -0.846 1.443
21 H -0.502 0.581 -1.295
22 H -1.295 -2.389 -1.110
23 H -1.708 -1.086 -2.222
24 H 0.020 -1.625 -1.907
25 H -2.799 0.571 -0.942
26 H -1.576 1.732 1.609
27 H -1.480 2.633 -0.036
28 H -3.172 2.170 0.749
29 H -2.833 -0.134 1.914
30 H -2.300 -1.447 0.950
31 H -4.033 -0.870 0.561

Its charge is +1. The HOMO energy is -13.5 eV. The calculation puts the LUMO energy at -5.019 eV. The calculation puts the orbital gap at 8.50 eV. The structure (SMILES) is C=N[N+](=C)/C(C)=C\[C@@H](C)C(C)C.

2.
This record from OMol25 describes a gas-phase ion, C10H19N2 (charge +1) at a distorted geometry. The level of theory is the ωB97M-V functional and the def2-TZVPD basis.

Cartesian coordinates (Å):
1 C -2.009 0.561 -1.119
2 C -0.682 0.430 -1.295
3 C -2.552 0.144 0.204
4 C 0.355 0.060 -0.312
5 C 2.592 1.199 0.204
6 C 0.603 2.634 0.159
7 C 1.616 -1.841 0.832
8 C -0.158 -2.339 -0.715
9 C 1.051 1.187 0.390
10 C 0.953 -1.300 -0.438
11 N -1.677 -0.065 1.101
12 N -3.915 -0.036 0.306
13 H -2.760 0.628 -1.915
14 H -0.113 0.520 -2.220
15 H 2.781 1.546 -0.864
16 H 3.269 0.343 0.420
17 H 2.972 2.068 0.884
18 H 0.789 3.009 -0.860
19 H 1.331 3.361 0.724
20 H -0.455 2.704 0.472
21 H 2.164 -2.755 0.599
22 H 0.871 -2.077 1.533
23 H 2.402 -1.176 1.316
24 H 0.401 -3.315 -0.733
25 H -0.775 -2.052 -1.632
26 H -0.936 -2.399 0.094
27 H 0.919 0.910 1.420
28 H 1.652 -1.241 -1.228
29 H -1.932 -0.434 1.979
30 H -4.468 0.034 -0.433
31 H -4.290 -0.309 1.126

Its charge is +1. The HOMO energy is -13.5 eV. The calculation puts the LUMO energy at -4.852 eV. The calculation puts the orbital gap at 8.69 eV.

3.
This record from OMol25 describes 2 unconnected molecules or ions with the total composition C10H19N2 at a distorted geometry. The level of theory is the ωB97M-V functional and the def2-TZVPD basis.

Cartesian coordinates (Å):
1 C 0.957 -0.473 -3.443
2 C 0.718 1.560 -2.309
3 C 1.201 -1.127 -2.099
4 C 1.803 -0.283 -1.089
5 C 2.696 -0.845 -0.091
6 C -0.538 1.040 2.682
7 C -2.239 0.702 0.040
8 C -1.356 -1.589 0.081
9 C -1.316 -0.190 2.266
10 C -1.513 -0.430 0.721
11 N 0.696 0.743 -3.504
12 N 1.359 0.940 -1.126
13 H 0.726 -0.986 -4.402
14 H 1.075 2.469 -2.659
15 H 0.222 -1.491 -1.724
16 H 1.871 -2.000 -2.274
17 H 3.531 -1.226 -0.578
18 H 2.333 -1.718 0.439
19 H 3.153 -0.104 0.702
20 H 0.557 0.751 2.893
21 H -0.643 1.754 1.755
22 H -0.991 1.399 3.703
23 H -2.748 0.349 -0.873
24 H -2.887 1.149 0.784
25 H -1.599 1.416 -0.383
26 H -0.830 -2.485 0.450
27 H -0.387 1.743 -2.326
28 H -1.498 -1.624 -1.027
29 H -2.358 -0.158 2.626
30 H -0.823 -0.996 2.740
31 H 1.951 1.626 -0.656

Its charge is +1. The HOMO energy is -12.7 eV. The calculation puts the LUMO energy at -4.499 eV. The calculation puts the orbital gap at 8.19 eV.

4.
This record from OMol25 describes 2 unconnected molecules or ions with the total composition C10H19N2O at a distorted geometry. The level of theory is the ωB97M-V functional and the def2-TZVPD basis.

Cartesian coordinates (Å):
1 C 4.305 -1.106 0.363
2 C 2.957 -1.527 0.454
3 C 2.077 2.304 0.388
4 C -4.219 -1.181 1.173
5 C 0.901 2.118 -0.570
6 C -3.178 -0.694 0.230
7 C -0.304 1.586 0.137
8 C -2.310 0.280 0.506
9 C -1.198 0.275 -1.780
10 C -1.254 0.783 -0.363
11 N 0.607 -2.110 0.431
12 N 1.834 -1.788 0.541
13 O -0.454 -0.957 -1.793
14 H 4.590 -0.531 1.247
15 H 1.841 3.051 1.142
16 H 2.958 2.638 -0.155
17 H 2.313 1.369 0.898
18 H -4.142 -2.261 1.301
19 H -4.137 -0.699 2.144
20 H -5.209 -0.978 0.767
21 H 0.653 3.091 -1.007
22 H 1.198 1.457 -1.386
23 H -3.169 -1.196 -0.729
24 H 4.986 -1.950 0.242
25 H 0.099 -1.686 -0.379
26 H -0.400 1.910 1.165
27 H 4.392 -0.452 -0.509
28 H -2.349 0.746 1.482
29 H -2.211 0.106 -2.153
30 H -0.706 1.000 -2.435
31 H 0.095 -2.215 1.298
32 H -0.567 -1.381 -2.650

Its charge is +1. The HOMO energy is -11.3 eV. The calculation puts the LUMO energy at -2.972 eV. The calculation puts the orbital gap at 8.32 eV.

5.
This record from OMol25 describes 2 unconnected molecules or ions with the total composition C10H19N2O2 at a distorted geometry. The level of theory is the ωB97M-V functional and the def2-TZVPD basis.

Cartesian coordinates (Å):
1 C -2.188 -0.633 0.173
2 C 0.908 -2.002 0.118
3 C 1.957 -1.173 -0.846
4 C 1.942 -0.235 1.242
5 C 0.566 -1.040 1.208
6 C 1.798 0.239 -0.208
7 C -0.265 0.135 0.754
8 C 0.418 0.869 -0.361
9 C 0.574 2.408 0.011
10 C -0.202 0.694 -1.722
11 N -3.046 0.176 0.732
12 N -2.453 -1.494 -0.750
13 O -0.668 0.970 1.686
14 O -4.353 0.395 0.352
15 H 0.078 -2.476 -0.529
16 H 1.541 -2.852 0.426
17 H 2.867 -1.741 -0.742
18 H 1.739 -1.334 -1.942
19 H 2.152 0.657 1.874
20 H 2.805 -1.018 1.452
21 H 0.132 -1.371 2.150
22 H 2.529 0.809 -0.771
23 H -0.304 2.959 -0.113
24 H 1.377 2.783 -0.579
25 H 0.760 2.437 1.168
26 H -1.258 0.995 -1.655
27 H -0.277 -0.385 -2.112
28 H 0.264 1.406 -2.335
29 H -2.683 0.912 1.424
30 H -1.731 -2.136 -1.122
31 H -3.414 -1.403 -1.151
32 H -0.336 0.655 2.524
33 H -4.954 -0.202 0.807

Its charge is +1. The HOMO energy is -13.7 eV. The calculation puts the LUMO energy at -2.893 eV. The calculation puts the orbital gap at 10.80 eV.

6.
This record from OMol25 describes 2 unconnected molecules or ions with the total composition C10H19N2O2 at a distorted geometry. The level of theory is the ωB97M-V functional and the def2-TZVPD basis.

Cartesian coordinates (Å):
1 C -0.673 0.376 1.117
2 C -2.402 1.356 0.148
3 C -2.006 0.243 0.869
4 C -3.257 -1.890 -0.674
5 C 3.571 -2.184 -0.053
6 C 2.675 1.908 0.452
7 C -1.063 3.341 -0.649
8 C -3.796 -1.289 0.539
9 C 2.378 -1.753 0.777
10 C 2.547 0.572 0.293
11 N -0.230 1.520 0.588
12 N -1.309 2.152 0.062
13 O -2.709 -0.742 1.330
14 O 2.593 -0.399 1.290
15 H 0.136 -0.348 1.605
16 H -3.394 1.537 -0.259
17 H -3.403 -2.899 -0.510
18 H -3.734 -1.546 -1.557
19 H -2.268 -1.712 -0.750
20 H 3.451 -1.574 -0.933
21 H 4.489 -1.987 0.404
22 H 3.372 -3.270 -0.293
23 H 2.504 2.404 -0.488
24 H 0.777 1.687 0.539
25 H 2.894 2.431 1.299
26 H -1.992 3.965 -0.899
27 H -0.432 3.889 -0.051
28 H -0.413 3.228 -1.493
29 H -4.248 -1.962 1.218
30 H -4.482 -0.388 0.385
31 H 2.313 -2.437 1.638
32 H 1.410 -1.874 0.180
33 H 2.368 0.219 -0.736

Its charge is +1. The HOMO energy is -12.8 eV. The calculation puts the LUMO energy at -3.177 eV. The calculation puts the orbital gap at 9.65 eV.

7.
This record from OMol25 describes a single C10H19N3 molecule at a distorted geometry. The level of theory is the ωB97M-V functional and the def2-TZVPD basis.

Cartesian coordinates (Å):
1 C 1.996 2.333 0.076
2 N 0.827 1.335 -0.105
3 C -0.392 1.757 0.061
4 C -1.174 0.706 -0.149
5 C -2.654 0.616 -0.504
6 C -3.291 -0.428 0.386
7 N -4.707 -0.738 0.038
8 N -0.449 -0.425 -0.337
9 C 0.802 0.048 -0.440
10 C 1.904 -0.973 -0.016
11 C 1.413 -2.371 -0.375
12 C 2.094 -0.786 1.615
13 C 3.369 -0.666 -0.671
14 H 1.840 2.841 0.991
15 H 2.946 1.958 -0.128
16 H 1.698 3.122 -0.711
17 H -0.565 2.791 0.403
18 H -2.670 0.212 -1.534
19 H -3.143 1.607 -0.417
20 H -2.688 -1.309 0.436
21 H -3.247 -0.037 1.511
22 H -4.712 -1.713 -0.297
23 H -5.076 -0.737 0.983
24 H 1.044 -2.364 -1.396
25 H 0.594 -2.656 0.223
26 H 2.289 -3.013 -0.375
27 H 1.270 -0.781 2.273
28 H 3.059 -1.185 2.039
29 H 2.355 0.321 1.605
30 H 3.152 -0.197 -1.606
31 H 3.914 0.070 -0.104
32 H 3.828 -1.553 -0.962

Its charge is 0. The HOMO energy is -8.3 eV. The calculation puts the LUMO energy at 0.702 eV. The calculation puts the orbital gap at 8.98 eV. The structure (SMILES) is Cn1cc(CCN)nc1C(C)(C)C.

8.
This record from OMol25 describes a gas-phase ion, C10H19N3O (charge +2) at a distorted geometry. The level of theory is the ωB97M-V functional and the def2-TZVPD basis.

Cartesian coordinates (Å):
1 C -2.339 1.479 0.755
2 C -3.576 1.081 0.487
3 C -2.223 -0.646 -0.013
4 C 1.794 -0.703 1.240
5 C 2.209 0.183 0.070
6 C -0.131 0.442 0.866
7 C -5.689 -0.549 -1.238
8 C 5.665 0.396 -1.044
9 C -4.695 -1.003 -0.151
10 C 4.541 -0.473 -0.392
11 N -1.445 0.414 0.463
12 N -3.510 -0.239 -0.015
13 N 3.616 0.553 0.172
14 O 0.402 -0.769 1.092
15 H -2.051 2.442 1.254
16 H -4.555 1.678 0.492
17 H -1.684 -1.464 -0.374
18 H 2.208 -1.670 1.176
19 H 2.108 -0.183 2.101
20 H 1.887 -0.019 -0.939
21 H 0.198 1.445 1.209
22 H -5.149 -0.356 -2.143
23 H -6.210 0.306 -1.120
24 H -6.452 -1.313 -1.389
25 H 6.282 -0.321 -1.467
26 H 5.278 1.040 -1.772
27 H 6.350 0.892 -0.342
28 H -4.298 -2.023 -0.275
29 H -5.293 -0.884 0.902
30 H 5.002 -0.931 0.448
31 H 3.949 -1.056 -1.084
32 H 4.040 1.554 -0.154
33 H 3.769 0.701 1.185

Its charge is +2. The HOMO energy (alpha / beta) is -14.5 / -16.4 eV. The calculation puts the LUMO energy (alpha / beta) at -7.969 / -7.310 eV. The calculation puts the orbital gap (alpha / beta) at 6.54 / 9.07 eV.

Energy relative to the best compared isomer or geometry (same formula, charge and spin) per entry: 5.465; 3.575; 3.929; 2.725; 2.327; 1.946; 1.526; 1.786 eV